Density functional theory data (ωB97M-V with the def2-TZVPD basis set) for a structure of composition C20H25F2N6Re at a distorted geometry.

Its spin multiplicity is 2. The orbital gap (spin up / spin down) comes out at 6.14 / 5.89 eV. Its total charge is +3. As for the expectation value of S²: 0.763.

Structure (XYZ):
```
54
Properties=species:S:1:pos:R:3:forces:R:3:mulliken_spin:R:1
H 0.786500 -5.282051 -0.222838 0.0614 0.0575 0.0582 0.000
H -2.733518 0.451221 -0.845894 -0.0118 0.0023 0.0015 0.005
H 0.791160 -2.556477 -4.916746 -0.0382 -0.0149 0.0073 0.000
N 0.330100 -0.394898 -2.391606 -0.2358 0.0146 0.4200 -0.009
H 2.188940 2.417905 0.577409 -0.0269 -0.0052 0.0111 0.001
H -1.909888 2.528860 -0.402358 0.0087 -0.0481 -0.0281 -0.006
C -2.274627 1.952720 0.448036 -0.1598 0.4739 -0.0863 0.028
H -0.045489 -0.881470 3.833304 -0.0307 -0.0579 -0.0229 0.001
C 0.556982 -1.617175 -4.436778 -0.0032 0.0743 -0.0144 0.007
H -2.145930 -0.019024 2.990832 0.0495 0.0096 -0.0081 0.000
C -2.116667 -0.764002 2.202065 -0.2593 0.1204 0.0288 0.011
C 0.096762 0.722247 -4.493231 -0.0585 0.0135 -0.1041 0.008
C 0.273866 -0.570365 2.837052 0.0453 0.0290 0.2206 0.002
C 0.459422 0.943314 2.764595 -0.0404 -0.0021 0.1986 0.003
H -3.273729 -1.260454 0.462774 0.0152 0.0242 -0.0365 0.001
H -3.878522 0.102621 1.387567 -0.0459 0.0363 -0.1679 0.000
H -0.000221 1.448777 3.613614 -0.0359 0.0413 -0.0391 -0.001
H -1.249806 3.250644 1.774651 0.1008 -0.0139 0.0603 -0.001
F -0.075619 3.543857 -3.930896 0.0883 0.0289 -0.0441 -0.002
C 0.262976 -0.478149 -5.168052 0.0220 -0.0328 0.0338 -0.004
C 0.406425 1.932161 -2.297039 -0.1419 -0.0052 0.1361 0.016
H 0.793898 -2.428646 -2.501049 -0.0632 0.0348 0.0689 0.003
H -0.604964 -2.006766 1.726263 0.0591 0.0212 -0.0496 0.000
C -2.967853 -0.370555 1.011476 -0.3386 -0.2021 0.0891 -0.006
C 1.846885 3.848719 -0.934956 -0.0976 -0.0287 0.0555 -0.003
N 0.703262 -3.162423 -0.161242 0.0528 0.0254 0.1234 -0.025
C 0.499887 3.239841 -2.777750 0.0622 -0.0418 0.0777 -0.014
H -2.542064 -1.672642 2.629372 0.0925 -0.0153 0.0760 -0.001
N -0.107913 1.478849 1.492764 0.5094 -0.6315 -0.2236 -0.011
N -0.197133 -2.202915 -0.494415 -0.2559 -0.0343 -0.1564 0.060
H 1.325913 5.210121 -2.522442 -0.0246 -0.0030 -0.0068 0.001
N -2.275829 0.527862 0.059233 1.8253 -0.7623 -0.5314 0.001
H -1.749768 -5.009413 -1.204198 0.0353 -0.0062 -0.0542 0.000
C 1.213069 4.214822 -2.110756 0.0375 0.0996 -0.1067 0.052
H -1.901346 1.841059 2.564082 0.0401 0.0067 0.0224 0.000
H -0.056195 1.636851 -5.043905 -0.0118 0.0103 0.0261 0.001
C 0.560727 -1.538553 -3.059949 0.0280 -0.1116 -0.1272 -0.007
C 0.211956 -4.386332 -0.405724 -0.1073 -0.0867 -0.1184 -0.003
C 0.185419 0.746764 -3.112327 -0.1049 -0.0066 -0.2084 0.022
H 0.211064 -0.512644 -6.248323 0.0042 0.0283 -0.0004 0.000
C 0.854756 1.657082 -0.988028 0.1535 -0.3243 -0.0068 0.001
N -0.705651 -0.999781 1.808303 0.7888 -0.0164 -0.3323 -0.022
C -1.062815 -4.230861 -0.917689 -0.0277 0.0345 0.0646 -0.004
H -2.130138 -2.323117 -1.335962 0.0195 0.0340 0.0244 0.001
C -1.272964 -2.859195 -0.960336 0.0815 -0.1579 0.0059 0.009
H 0.527399 2.205024 1.187065 0.0381 -0.0400 -0.0162 0.003
Re -0.024802 -0.114300 -0.186095 -1.7754 1.4323 0.8897 0.864
C -1.408696 2.178113 1.657793 -0.3117 0.0487 -0.0090 -0.010
H 1.220002 -1.070486 2.629931 -0.0413 -0.0734 -0.0424 -0.003
H -3.288615 2.294549 0.670452 -0.0603 -0.1062 -0.1175 -0.003
H 1.626870 -2.936957 0.182007 0.0054 -0.0003 -0.0398 0.003
F 2.609980 4.720600 -0.310716 0.0264 0.0104 -0.0452 -0.001
C 1.654187 2.604217 -0.350265 0.0711 0.0221 0.0991 0.035
H 1.524185 1.168355 2.806339 -0.0133 0.0946 -0.0555 -0.001
```
Forces are in eV/Å.


Density functional theory data (ωB97M-V with the def2-TZVPD basis set) for the molecule C20H25F3N4O2 at a distorted geometry.

Its spin multiplicity is 1. The orbital gap comes out at 9.42 eV. Its total charge is 0. The structure (SMILES) is CC(=O)NCC[C@H]1CCCCN1Cc1nc(Cc2cccc(C(F)(F)F)c2)no1.

Structure (XYZ):
```
54
Properties=species:S:1:pos:R:3:forces:R:3:lowdin_charge:R:1
C 1.523710 1.181694 3.001435 0.0188 0.0186 0.0545 -0.121
C 3.251286 -1.073346 -0.295544 0.1397 0.1896 -0.6925 -0.352
H -2.372453 -0.732494 -5.229425 0.0186 -0.0362 -0.0822 0.110
H 3.742394 -2.383796 1.282494 0.0903 0.0403 0.0006 0.125
C -2.716162 2.817668 2.927756 -0.1032 -0.1829 0.1475 0.006
C 1.103569 -1.366184 -3.107458 -0.0518 0.0979 -0.0258 -0.091
H -0.098318 0.192109 -4.790775 -0.0211 0.0859 0.0377 0.119
N -1.584007 1.540618 1.239038 0.1701 0.0230 -0.3112 0.060
H -1.294963 0.880234 -3.687503 -0.0248 0.0620 -0.0900 0.121
N 0.030120 -0.430512 -2.817736 0.2769 0.0117 -0.1278 -0.131
C -2.721642 -1.364278 -3.187418 0.1459 -0.2259 -0.0566 -0.196
C -1.090170 0.371344 0.551992 -0.0505 -0.1584 -0.1568 -0.172
F 2.645408 3.255280 3.264939 0.2117 -0.1264 -0.0163 0.145
H 1.535621 -1.120540 -4.079138 -0.0613 -0.0892 0.0042 0.134
C 3.652747 -1.310080 1.114945 -0.0317 0.1292 -0.0795 -0.070
H -2.343784 0.633908 -1.176630 -0.0904 0.0982 0.0124 0.113
C -1.801065 -1.093243 -4.373056 -0.0543 0.2793 0.1677 -0.176
C 0.660690 -1.001534 3.435325 -0.0501 0.0064 0.0053 -0.048
H -1.825926 3.310514 3.312217 0.0943 0.0793 0.0158 0.068
F 0.708686 3.079159 4.181066 -0.1330 -0.1835 0.2230 0.136
H -2.523763 -1.920282 -1.104797 -0.0053 -0.0967 0.0866 0.118
C 1.647105 -1.545702 2.630563 0.0509 0.0749 0.0231 -0.022
C -1.890207 -1.801053 -1.984163 0.0736 0.2044 -0.0346 -0.137
C 2.144079 -1.163019 -2.063638 0.1722 -0.3115 0.5792 -0.311
H -0.083784 -1.293719 -0.956339 -0.1438 0.0890 -0.0622 0.118
H 0.793949 -2.422208 -3.098701 0.1165 0.0636 -0.0587 0.132
N 3.845978 -0.238828 -1.099163 0.8418 0.1945 0.9856 0.136
C 2.516738 0.641991 2.194290 -0.1562 -0.0550 0.1381 0.032
H -1.244880 2.436993 0.927510 -0.0820 -0.0055 0.1394 0.134
H 4.613103 -0.823666 1.285378 0.0114 -0.0973 0.0436 0.127
O 3.134854 -0.290851 -2.257559 -0.5862 -0.1517 -0.6596 0.053
H -0.176552 0.791393 4.254874 -0.0819 0.0353 0.0477 0.120
C 0.593418 0.366339 3.631414 0.1418 0.1351 -0.0873 -0.019
H -3.276605 -0.454362 -2.950040 -0.0913 0.0418 -0.0087 0.107
H 3.230884 1.290216 1.707662 0.0901 0.0759 -0.0588 0.136
N 2.173074 -1.679573 -0.871610 -0.3260 -0.3087 -0.3411 0.209
H -0.022740 0.231874 0.764453 -0.0554 -0.0758 0.0075 0.112
H -3.159499 3.448966 2.161673 -0.0212 0.0937 -0.0530 0.082
H -0.070178 -1.638909 3.906262 -0.0878 -0.0848 0.0413 0.115
C 2.590064 -0.732398 2.014691 -0.0159 0.0594 0.1677 -0.214
H -3.423070 2.681720 3.740800 -0.0123 -0.0207 -0.0049 0.083
H -3.447648 -2.140921 -3.436180 -0.0667 0.0658 0.0335 0.110
H -0.723234 1.326100 -1.332216 -0.0291 0.0413 -0.0710 0.120
C -1.288505 0.470007 -0.958717 0.0561 -0.2110 0.1809 -0.118
F 0.873341 3.245108 2.048319 -0.0169 -0.0432 -0.2181 0.122
H 1.685591 -2.613391 2.476110 0.0175 -0.1334 -0.0178 0.117
C -2.348670 1.466476 2.352473 0.0188 0.5275 -0.0979 -0.562
H -1.292900 -2.014186 -4.667774 0.0152 -0.0701 -0.0788 0.110
C -0.770375 -0.039830 -3.961487 -0.0704 -0.1365 -0.2375 -0.180
H -1.636487 -0.480727 0.963306 0.1283 0.0236 -0.0285 0.128
H -1.440481 -2.772922 -2.201966 -0.0214 -0.0957 0.0337 0.113
O -2.703628 0.411097 2.835648 -0.1737 -0.3538 0.2978 0.041
C -0.768962 -0.801259 -1.654050 -0.1081 0.0847 0.3239 -0.314
C 1.444252 2.673005 3.136450 -0.0768 0.3218 -0.0411 -0.580
```
Forces are in eV/Å.


Ordered relative energy (zero: lowest compared OMol25 entry of this formula, charge and spin) results: 195.57 0.00; unit kJ/mol.